Record 1
Entry from the OMol25 dataset: C50H74Cl2N5SSbScSi5Te as an isolated structure (the ωB97M-V functional and the def2-TZVPD basis).

As for the charge: +1. The gap between HOMO and LUMO is 6.9192 eV. Its energy relative to the best compared isomer or geometry (same formula, charge and spin) is 0.0 kcal/mol. The max |F| comes out at 0.026 Eh/bohr. The total energy is -6258.39972 Ha. As for the HOMO energy: -9.42 eV. As for the multiplicity: 1.

Atoms and positions in Å:
Sc  -1.2736  -0.1429  -0.2344
Cl  -0.4319  1.5985  1.8546
C  0.4592  3.0327  2.4295
Cl  1.6116  3.5731  1.2172
H  1.0134  2.7463  3.3238
H  -0.2625  3.8203  2.6306
C  -0.4235  -5.2008  -3.4700
C  -1.5492  -4.2600  -3.3418
N  -2.6632  -4.3367  -3.9875
N  -3.3992  -3.2712  -3.6149
C  -2.7516  -2.4969  -2.7249
S  -3.2714  -1.0713  -2.0678
N  -1.5503  -3.1380  -2.5277
N  -0.5598  -2.6773  -1.6590
H  -0.6844  -5.9344  -4.2251
H  -0.2224  -5.7158  -2.5327
H  0.4803  -4.6786  -3.7780
H  -4.3198  -3.1123  -3.9932
H  -0.3105  -3.4233  -0.9990
H  0.2885  -2.4367  -2.1972
C  -2.9373  -0.2461  1.2254
Si  -3.8648  1.4042  1.2081
C  -3.5483  2.1085  -0.5933
N  -2.1295  2.1166  -1.0400
C  -2.0019  1.9825  -2.5311
C  -1.2694  3.1281  -3.2265
C  -1.9246  4.4552  -2.8677
C  -1.9132  4.6467  -1.3434
C  -1.4883  3.3714  -0.6018
C  -3.3768  2.4475  2.7370
C  -2.8430  1.8158  3.8599
C  -2.6228  2.4978  5.0413
C  -2.9700  3.8342  5.1409
C  -3.5046  4.4832  4.0416
C  -3.6920  3.7981  2.8512
C  -5.7371  1.1282  1.3897
C  -6.1886  0.3593  2.4625
C  -7.5321  0.0809  2.6250
C  -8.4533  0.5720  1.7158
C  -8.0248  1.3401  0.6471
C  -6.6775  1.6085  0.4847
H  -3.6567  -1.0193  0.9055
H  -2.7062  -0.4906  2.2686
H  -4.0071  3.0867  -0.7667
H  -4.1001  1.4079  -1.2246
H  -3.0004  1.8987  -2.9740
H  -1.4536  1.0434  -2.7557
H  -1.3320  2.9576  -4.3036
H  -0.2135  3.1348  -2.9493
H  -2.9508  4.4528  -3.2438
H  -1.3985  5.2705  -3.3655
H  -2.8949  4.9724  -1.0003
H  -1.2057  5.4281  -1.0662
H  -1.7183  3.5099  0.4544
H  -0.4089  3.2439  -0.7119
H  -2.5960  0.7644  3.8236
H  -2.2044  1.9801  5.8935
H  -2.8314  4.3608  6.0726
H  -3.7854  5.5247  4.1140
H  -4.1115  4.3196  2.0021
H  -5.4796  -0.0297  3.1802
H  -7.8629  -0.5264  3.4551
H  -9.5032  0.3563  1.8377
H  -8.7363  1.7250  -0.0677
H  -6.3551  2.1989  -0.3613
C  4.9644  -1.6053  -0.3585
Si  5.0519  -0.0583  -1.4906
C  5.1994  1.4940  -0.3862
C  6.6407  -0.2036  -2.5307
Si  3.0855  0.0670  -2.8068
Te  1.3490  0.4008  -0.9596
Si  2.7377  -1.9440  -4.0033
C  2.8412  -3.5038  -2.8732
C  4.1483  -2.0668  -5.2626
C  1.0711  -2.0381  -4.9687
Si  3.0329  1.9819  -4.1979
C  2.8040  3.5646  -3.1501
C  4.6814  2.1085  -5.1404
C  1.6019  1.8463  -5.4666
H  5.5144  -1.4628  0.5677
H  5.3850  -2.4780  -0.8483
H  3.9339  -1.8398  -0.1005
H  5.9006  1.3462  0.4303
H  4.2381  1.7571  0.0441
H  5.5462  2.3476  -0.9597
H  7.5219  -0.2194  -1.8969
H  6.7446  0.6334  -3.2118
H  6.6514  -1.1119  -3.1236
H  3.8675  -3.6257  -2.5439
H  2.5716  -4.4260  -3.3841
H  2.2397  -3.4257  -1.9691
H  5.1056  -2.0076  -4.7573
H  4.1024  -1.2455  -5.9687
H  4.1317  -2.9906  -5.8297
H  0.2032  -1.7927  -4.3582
H  0.8954  -3.0078  -5.4297
H  1.0921  -1.3119  -5.7741
H  3.7134  3.7984  -2.6055
H  2.0182  3.4332  -2.4113
H  2.5527  4.4314  -3.7553
H  5.5079  2.2723  -4.4573
H  4.6757  2.9310  -5.8484
H  4.8901  1.2000  -5.6953
H  0.7251  1.3815  -5.0254
H  1.8990  1.2432  -6.3192
H  1.3014  2.8178  -5.8492
C  3.6127  -4.9062  4.3461
C  4.1438  -3.9321  3.5190
C  3.3063  -3.0515  2.8581
C  1.9325  -3.1376  3.0134
C  1.4038  -4.1445  3.8050
C  2.2400  -5.0182  4.4785
Sb  0.6531  -1.6521  2.0792
C  -1.0393  -2.2471  3.2819
C  -1.1508  -2.1530  4.6599
C  -2.2820  -2.6308  5.2997
C  -3.3028  -3.2167  4.5719
C  -3.1879  -3.3364  3.1970
C  -2.0569  -2.8593  2.5625
C  1.6607  -0.1123  3.1941
C  1.1780  0.4550  4.3624
C  1.9568  1.3509  5.0792
C  3.2218  1.6941  4.6292
C  3.6734  1.1880  3.4216
C  2.8952  0.2919  2.7110
H  4.2654  -5.5732  4.8882
H  5.2142  -3.8524  3.3940
H  3.7337  -2.2891  2.2257
H  0.3323  -4.2518  3.9137
H  1.8162  -5.7826  5.1139
H  -0.3405  -1.7384  5.2457
H  -2.3633  -2.5523  6.3740
H  -4.1773  -3.5951  5.0771
H  -3.9776  -3.7976  2.6228
H  -1.9621  -2.9561  1.4775
H  0.1825  0.2274  4.7177
H  1.5753  1.7682  5.9993
H  3.8479  2.3504  5.2132
H  4.6362  1.4818  3.0303
H  3.2562  -0.0853  1.7648

Atom charges from the natural (NBO) analysis, given in e for atoms 1 to 99: 1.33 0.03 -0.37 0.02 0.26 0.24 -0.67 0.37 -0.24 -0.35 0.24 -0.19 -0.23 -0.63 0.27 0.24 0.25 0.44 0.40 0.42 -1.61 1.69 -0.67 -0.55 -0.21 -0.41 -0.41 -0.42 -0.23 -0.52 -0.14 -0.23 -0.21 -0.23 -0.14 -0.50 -0.13 -0.23 -0.20 -0.21 -0.19 0.26 0.27 0.22 0.23 0.21 0.21 0.23 0.21 0.20 0.22 0.20 0.23 0.22 0.23 0.20 0.21 0.22 0.22 0.20 0.20 0.22 0.22 0.22 0.20 -1.10 1.26 -1.10 -1.09 -0.11 -0.66 1.22 -1.09 -1.10 -1.09 1.26 -1.09 -1.09 -1.09 0.24 0.24 0.23 0.24 0.24 0.24 0.24 0.24 0.23 0.25 0.23 0.21 0.24 0.24 0.24 0.21 0.23 0.25 0.24 0.24

---

Record 2
Entry from the OMol25 dataset: a 12-piece molecular cluster, C50H75F15O31 overall (the ωB97M-V functional and the def2-TZVPD basis).

The gap between HOMO and LUMO is 8.6906 eV. The max |F| comes out at 0.049 Eh/bohr. The total energy is -5780.75423 Ha. As for the HOMO energy: -8.74 eV. As for the structure (SMILES): CCOC(=O)C(F)(F)F.CCOC(=O)C(F)(F)F.CCOC(=O)C(F)(F)F.CCOC(=O)C(F)(F)F.CCOC(=O)C(F)(F)F.C[C@H]1COC(=O)O1.C[C@H]1COC(=O)O1.C[C@H]1COC(=O)O1.C[C@H]1COC(=O)O1.C[C@H]1COC(=O)O1.C[C@H]1COC(=O)O1.COCCOCCOC. As for the multiplicity: 1.

Atoms and positions in Å:
C  -4.9442  2.6341  11.0401
O  -5.2745  1.2855  11.3232
C  -6.0892  0.6982  10.3332
C  -5.4407  0.2463  9.0183
O  -4.6103  -0.8781  9.1188
C  -3.4447  -0.7696  9.9642
C  -2.8977  -2.1712  10.0163
O  -2.2678  -2.5168  8.8079
C  -1.9626  -3.8707  8.6459
H  -4.0722  2.8890  11.6419
H  -5.7988  3.2702  11.2868
H  -4.6299  2.7344  9.9981
H  -6.9892  1.3114  10.1801
H  -6.5834  -0.1835  10.7602
H  -4.9338  1.1275  8.6049
H  -6.2349  0.0020  8.3157
H  -3.7848  -0.3942  10.9291
H  -2.7234  -0.1019  9.4855
H  -3.6542  -2.9074  10.3072
H  -2.1592  -2.2009  10.8292
H  -1.2415  -4.0143  7.8383
H  -2.8092  -4.5291  8.4355
H  -1.3849  -4.1601  9.5327
C  -6.0824  -11.1439  15.0769
C  -5.8557  -10.1710  13.9542
O  -6.6683  -10.5402  12.8105
C  -7.9351  -10.1813  12.7818
O  -8.4787  -9.6371  13.7049
C  -8.6407  -10.5944  11.4826
F  -7.8138  -10.6973  10.4595
F  -9.2167  -11.7796  11.6770
F  -9.5792  -9.6966  11.1989
H  -5.2864  -10.9946  15.8108
H  -5.9893  -12.1847  14.7611
H  -7.0532  -11.0775  15.5634
H  -4.8429  -10.1305  13.5583
H  -6.1372  -9.1341  14.1424
C  -4.0850  -10.2888  9.8550
C  -3.6789  -11.1312  11.0625
O  -2.6325  -10.5758  11.8375
C  -1.4144  -10.4541  11.3818
O  -1.0200  -10.9133  10.3496
C  -0.5037  -9.5777  12.2669
F  -1.0535  -9.3461  13.4563
F  0.6595  -10.1724  12.4430
F  -0.3235  -8.4195  11.6412
H  -3.2571  -10.2550  9.1461
H  -4.3952  -9.2786  10.1166
H  -4.8856  -10.7648  9.2867
H  -3.2578  -12.0467  10.6348
H  -4.5659  -11.3370  11.6552
C  -2.7103  -4.2384  16.1491
C  -2.7481  -3.7144  17.5880
O  -2.6901  -2.2969  17.6246
C  -3.7966  -1.5659  17.5593
O  -4.8630  -1.9758  17.2259
C  -3.5187  -0.1068  17.9286
F  -2.5128  0.0066  18.8152
F  -3.0914  0.5516  16.8284
F  -4.6252  0.4261  18.4328
H  -3.5593  -3.7850  15.6380
H  -2.7059  -5.3239  16.1179
H  -1.8108  -3.8704  15.6565
H  -1.8742  -4.0219  18.1599
H  -3.6310  -4.1279  18.0796
C  -7.9611  -6.6639  11.7994
C  -8.2798  -5.1715  11.8402
O  -8.6461  -4.6125  10.5795
C  -8.7189  -3.3023  10.4490
O  -8.5158  -2.5073  11.3220
C  -9.0596  -2.7930  9.0396
F  -8.8636  -3.7565  8.1275
F  -10.3453  -2.4767  8.9984
F  -8.2982  -1.7799  8.7229
H  -7.4928  -6.9637  10.8644
H  -8.8511  -7.2844  11.9400
H  -7.3624  -6.9147  12.6743
H  -7.3625  -4.6459  12.1279
H  -8.9655  -4.8599  12.6293
C  -3.8751  -8.6706  22.4771
C  -4.1814  -7.6881  21.3734
O  -3.7557  -8.3029  20.1479
C  -3.8681  -7.6341  19.0167
O  -4.1822  -6.4855  18.9077
C  -3.4659  -8.3961  17.7379
F  -4.3381  -8.1461  16.7723
F  -2.2555  -7.9139  17.4000
F  -3.3524  -9.7199  17.8913
H  -4.4905  -9.5646  22.3730
H  -4.0036  -8.2453  23.4713
H  -2.8522  -9.0510  22.4519
H  -3.7400  -6.6971  21.4900
H  -5.2513  -7.4915  21.2711
C  -6.3389  -7.5390  7.6441
C  -7.6673  -7.5633  6.9050
C  -8.8842  -6.8258  7.4477
O  -9.4876  -6.2497  6.2842
C  -8.5800  -6.2333  5.2862
O  -8.7604  -5.7028  4.2351
O  -7.4343  -6.7687  5.7075
H  -6.3166  -8.0733  8.5971
H  -5.9756  -6.5424  7.8888
H  -5.6147  -8.0520  7.0128
H  -7.9216  -8.5345  6.4724
H  -8.6149  -6.0200  8.1323
H  -9.6466  -7.4760  7.8748
C  -9.8304  -7.1939  17.3303
C  -8.8510  -7.0909  16.1911
C  -9.0932  -6.0587  15.1070
O  -7.8475  -5.3917  14.9953
C  -7.0036  -5.7223  15.9543
O  -5.9430  -5.1872  16.0886
O  -7.5509  -6.6684  16.7496
H  -9.6338  -7.9699  18.0672
H  -10.8062  -7.4809  16.9180
H  -10.0571  -6.2649  17.8553
H  -8.5826  -8.0754  15.8049
H  -9.8757  -5.3378  15.3446
H  -9.2987  -6.5382  14.1521
C  -7.0878  -2.3643  14.2722
C  -6.1948  -1.4385  13.4593
C  -5.4367  -0.2816  14.1355
O  -4.0805  -0.5695  13.8176
C  -3.9624  -1.8251  13.3521
O  -2.9151  -2.3840  13.1989
O  -5.1348  -2.3686  13.0767
H  -6.6042  -2.8908  15.0934
H  -7.6768  -3.0250  13.6437
H  -7.8684  -1.7990  14.8024
H  -6.6382  -1.0707  12.5364
H  -5.7397  -0.2294  15.1822
H  -5.7734  0.6232  13.6329
C  -4.4231  -6.9213  13.7579
C  -4.0095  -6.1338  12.5418
C  -2.5206  -5.8762  12.3604
O  -2.4107  -5.8871  10.9310
C  -3.4077  -6.6102  10.4066
O  -3.4148  -7.1048  9.3275
O  -4.4086  -6.7198  11.3134
H  -4.0123  -7.9246  13.8679
H  -5.5084  -7.0033  13.8782
H  -4.2460  -6.3534  14.6751
H  -4.4886  -5.1519  12.6258
H  -1.8139  -6.5740  12.8133
H  -2.2625  -4.8829  12.7281
C  2.5654  -7.3669  18.3495
C  1.1252  -7.3702  17.8639
C  0.3570  -6.1360  18.3392
O  -0.2748  -5.6479  17.1812
C  0.1621  -6.2708  16.0849
O  -0.2450  -5.9720  15.0084
O  1.0483  -7.2224  16.4368
H  2.5804  -7.3231  19.4357
H  3.1101  -6.5489  17.8835
H  2.9508  -8.3178  17.9756
H  0.5976  -8.2632  18.2005
H  0.9951  -5.3568  18.7629
H  -0.3600  -6.3935  19.1211
C  1.1871  -4.8909  11.7144
C  1.8875  -5.0374  10.3742
C  1.4817  -6.1970  9.4785
O  1.1941  -5.5612  8.2288
C  1.5646  -4.2557  8.2764
O  1.7315  -3.5344  7.3524
O  1.7633  -3.8787  9.5632
H  0.9022  -5.8628  12.1151
H  0.2558  -4.3456  11.5297
H  1.7525  -4.2805  12.4137
H  2.9715  -5.0771  10.5386
H  0.6347  -6.7707  9.8433
H  2.3307  -6.8713  9.3654

Atom charges from the Löwdin analysis, given in e for atoms 1 to 99: -0.08 -0.22 -0.21 -0.19 -0.12 -0.13 -0.21 -0.15 -0.09 0.09 0.09 0.08 0.13 0.10 0.12 0.12 0.11 0.14 0.13 0.12 0.09 0.09 0.07 -0.04 -0.18 0.02 -0.39 0.14 -0.57 0.19 0.18 0.17 0.08 0.09 0.08 0.11 0.10 -0.04 -0.18 0.03 -0.40 0.18 -0.57 0.17 0.19 0.17 0.08 0.06 0.08 0.13 0.10 -0.04 -0.19 0.04 -0.39 0.17 -0.53 0.16 0.16 0.18 0.07 0.06 0.08 0.11 0.11 -0.03 -0.18 0.05 -0.37 0.17 -0.57 0.16 0.19 0.21 0.08 0.07 0.06 0.12 0.12 -0.06 -0.20 0.03 -0.39 0.17 -0.53 0.18 0.17 0.17 0.08 0.08 0.08 0.13 0.13 -0.01 -0.27 -0.09 0.06 -0.59 0.16